[1]
Here is a single C5H4I2 molecule at a distorted geometry from the OMol25 dataset. Energies are from ωB97M-V with the def2-TZVPD basis set.

Properties
Gap between HOMO and LUMO, eV: 8.786
Lowest unoccupied orbital energy, eV: 0.18
Spin multiplicity: 1
Structure (SMILES): C=C1[C@H]2[C@@H](I)[C@@]12I
Total charge: 0

Structure (XYZ):
```
11
Properties=species:S:1:pos:R:3:mulliken_charge:R:1
C 0.29 0.01 0.45 0.48
C -0.17 -0.84 1.33 -0.67
C 0.33 0.40 -0.95 -0.30
C -0.15 1.85 -0.86 -0.44
C 1.07 1.18 0.23 -0.41
I -1.93 2.50 0.14 0.03
I 3.07 1.55 0.01 0.14
H 0.01 -0.82 2.41 0.28
H -0.91 -1.55 0.86 0.20
H 0.72 -0.06 -1.81 0.30
H 0.43 2.60 -1.48 0.39
```

[2]
Here is C34H32N5O5PS5SbSeTi as an isolated structure from the OMol25 dataset. Energies are from ωB97M-V with the def2-TZVPD basis set.

Properties
Gap between HOMO and LUMO (spin up / spin down), eV: 4.264 / 4.836
Lowest unoccupied orbital energy (spin up / spin down), eV: 2.66 / 2.66
Spin multiplicity: 2
Total charge: -2
⟨S²⟩: 0.784

Structure (XYZ):
```
85
Properties=species:S:1:pos:R:3:lowdin_spin:R:1
Ti 0.73 0.57 -0.48 0.00
O 3.51 3.62 5.65 0.16
N 2.27 3.78 5.47 0.15
O 1.58 4.39 6.33 0.14
C 1.64 3.27 4.34 0.07
C 0.26 3.46 4.25 0.18
C -0.48 2.97 3.17 0.03
C -1.88 3.14 3.03 0.07
C -2.52 2.60 1.95 0.00
C -1.78 1.91 0.98 0.10
N -0.47 1.76 1.06 -0.02
C 0.17 2.25 2.14 0.05
C 1.58 1.99 2.25 -0.01
N 2.09 1.21 1.27 0.01
C 3.40 1.05 1.21 0.02
C 4.25 1.63 2.15 0.02
C 3.73 2.34 3.20 0.01
C 2.35 2.54 3.30 0.00
H -0.23 4.01 5.04 0.01
H -2.42 3.69 3.79 0.00
H -3.58 2.71 1.81 0.00
H -2.27 1.50 0.11 0.00
H 3.77 0.45 0.39 0.00
H 5.32 1.48 2.05 0.00
H 4.37 2.76 3.96 0.00
S 1.91 0.63 -6.40 0.00
Sb 2.53 2.53 -5.27 0.00
S 2.31 1.18 -1.99 0.00
S 1.41 2.76 -1.11 0.00
S 4.81 2.61 -5.13 0.00
C 0.32 -3.16 -2.22 0.00
P 0.83 -1.42 -2.50 0.00
C 2.44 -1.65 -3.32 0.00
C -0.23 -1.00 -3.92 0.00
H 0.33 -3.71 -3.16 0.00
H -0.68 -3.21 -1.80 0.00
H 1.01 -3.63 -1.51 0.00
H 2.39 -2.54 -3.95 0.00
H 3.23 -1.77 -2.58 0.00
H 2.65 -0.80 -3.97 0.00
H -0.04 -1.70 -4.73 0.00
H 0.01 0.00 -4.27 0.00
H -1.28 -1.05 -3.63 0.00
C -6.35 -1.28 -4.68 0.00
C -5.17 -0.52 -4.14 0.00
C -4.92 -0.47 -2.77 0.00
C -3.84 0.25 -2.27 0.00
C -3.00 0.92 -3.14 0.00
C -3.23 0.88 -4.51 0.00
C -4.31 0.16 -5.00 0.00
S -1.61 1.85 -2.52 0.00
O -0.81 2.19 -3.66 0.00
O -2.18 2.92 -1.74 0.00
O -0.95 0.81 -1.63 0.00
H -6.70 -2.03 -3.97 0.00
H -6.09 -1.80 -5.61 0.00
H -7.18 -0.61 -4.90 0.00
H -5.57 -1.00 -2.09 0.00
H -3.66 0.28 -1.20 0.00
H -2.53 1.38 -5.17 0.00
H -4.48 0.12 -6.07 0.00
N -4.00 -4.02 3.48 0.00
C -3.28 -3.36 2.89 0.00
C -2.37 -2.52 2.14 0.00
C -2.53 -2.38 0.77 0.00
C -1.64 -1.56 0.09 0.00
N -0.64 -0.92 0.70 0.00
C -0.50 -1.06 2.02 0.00
C -1.34 -1.84 2.78 0.00
H -3.33 -2.88 0.24 0.00
H -1.74 -1.38 -0.97 0.00
H 0.33 -0.54 2.47 0.00
H -1.20 -1.93 3.85 0.00
Se 2.36 -1.89 0.22 0.00
C 3.20 -1.99 1.93 0.00
C 2.48 -2.37 3.07 0.00
C 3.08 -2.43 4.32 0.00
C 4.43 -2.13 4.46 0.00
C 5.17 -1.78 3.34 0.00
C 4.56 -1.71 2.09 0.00
H 1.44 -2.65 2.96 0.00
H 2.50 -2.72 5.18 0.00
H 4.90 -2.16 5.44 0.00
H 6.22 -1.55 3.44 0.00
H 5.15 -1.43 1.22 0.00
```

[3]
Here is C29H38HfN4O2P2 as an isolated structure at a distorted geometry from the OMol25 dataset. Energies are from ωB97M-V with the def2-TZVPD basis set.

Properties
Gap between HOMO and LUMO, eV: 2.815
Lowest unoccupied orbital energy, eV: -9.11
Spin multiplicity: 1
Total charge: +2

Structure (XYZ):
```
76
Properties=species:S:1:pos:R:3:mulliken_charge:R:1
Hf 0.16 -0.10 -0.89 1.41
C -1.50 1.71 -1.48 -0.40
C -1.47 0.59 -2.32 -0.40
C -0.77 0.50 -3.67 -0.25
C 0.72 0.05 -3.69 -0.24
C 1.64 0.50 -2.57 -0.57
C 1.48 1.70 -1.86 -0.22
C 0.65 2.88 -2.33 -0.91
C -0.77 3.00 -1.70 -0.96
C 0.28 -2.24 -0.76 -1.34
H -2.29 1.77 -0.72 0.61
H -2.24 -0.18 -2.14 0.77
H -0.89 1.43 -4.25 -0.19
H -1.33 -0.25 -4.25 0.45
H 0.75 -1.05 -3.79 0.44
H 1.16 0.41 -4.64 -0.02
H 2.60 -0.02 -2.50 0.71
H 2.26 1.95 -1.13 0.75
H 0.58 2.93 -3.42 0.33
H 1.20 3.79 -2.02 0.47
H -0.68 3.52 -0.73 0.50
H -1.36 3.70 -2.32 0.45
H 0.11 -2.55 0.28 0.43
H 1.25 -2.66 -1.05 0.39
H -0.48 -2.77 -1.36 0.40
P 1.40 -0.85 -7.34 0.15
P -2.07 -0.54 -7.16 -0.24
N 2.76 0.22 -7.58 0.45
N 2.14 -2.17 -8.34 0.36
N -2.47 1.18 -7.24 0.50
N -3.60 -1.02 -7.90 0.35
C 0.38 -0.12 -8.69 -0.71
C -1.06 -0.69 -8.74 -1.41
C 3.73 0.44 -6.59 -0.53
C 4.79 1.12 -7.15 -0.64
C 4.51 1.30 -8.54 -0.85
C 3.25 0.75 -8.78 -0.13
C 2.28 -3.47 -7.84 -0.39
C 2.69 -4.30 -8.87 -0.66
C 2.85 -3.48 -10.04 -0.66
C 2.50 -2.19 -9.68 -0.07
C -2.59 1.98 -6.09 -0.93
C -2.28 3.30 -6.42 -0.57
C -2.08 3.33 -7.85 -0.99
C -2.20 2.04 -8.31 -0.21
C -4.36 -0.38 -8.89 -0.17
C -5.49 -1.14 -9.15 -0.62
C -5.40 -2.32 -8.34 -0.56
C -4.23 -2.23 -7.61 -0.43
H 0.83 -0.28 -9.68 0.32
H 0.36 0.96 -8.51 0.67
H -1.59 -0.25 -9.60 0.54
H -1.03 -1.78 -8.91 0.63
H 3.52 0.12 -5.58 0.40
H 5.68 1.45 -6.63 0.43
H 5.13 1.76 -9.29 0.46
H 2.66 0.74 -9.68 0.45
H 2.05 -3.68 -6.81 0.35
H 2.84 -5.37 -8.81 0.42
H 3.16 -3.81 -11.02 0.44
H 2.46 -1.29 -10.29 0.21
H -2.92 1.56 -5.15 0.92
H -2.13 4.10 -5.72 0.43
H -1.83 4.20 -8.45 0.43
H -2.09 1.65 -9.31 0.47
H -4.04 0.56 -9.33 0.34
H -6.29 -0.87 -9.83 0.45
H -6.13 -3.12 -8.29 0.43
H -3.78 -2.91 -6.90 0.36
C -0.84 0.46 2.50 -0.68
O -0.31 0.28 1.17 -0.61
C 1.04 0.70 1.01 -0.06
O 1.67 1.16 1.92 -0.44
H -0.07 0.14 3.21 0.35
H -1.72 -0.18 2.54 0.32
H -1.09 1.51 2.63 0.29
```

Number 1: DFT total energy -21446.7776 eV. Number 2: DFT total energy -211934.7291 eV. Number 3: DFT total energy -60608.4680 eV.